(1)
Computed, not measured: an isolated molecule of C5H11N, with ωB97M-V/def2-TZVPD.

Values from the calculation:
HOMO = -7.231 eV
DFT total energy = -251.61884 Eh

Geometry as ORCA input:
```
! wB97M-V def2-TZVPD RIJCOSX def2/J DEFGRID3
* xyz 0 1
N 1.30593 -1.09049 -0.39746
C 0.39424 -0.14151 -0.68645
C -0.82991 -0.13058 0.20936
C 0.85391 -2.53940 -0.21289
C -0.13462 2.32889 0.62395
C -1.34647 1.37780 0.36933
H -1.74215 -0.57609 -0.18900
H 1.49370 -1.68680 -1.29878
H -1.94495 1.31013 1.27309
H 0.02114 -0.12419 -1.71401
H -1.75505 1.64307 -0.60092
H 0.08409 2.82551 -0.31771
H -0.20199 -2.68308 -0.45836
H -0.36552 3.08435 1.37421
H 0.67042 1.70475 1.00865
H 1.09644 -2.98470 0.75392
H -0.66412 -0.42957 1.24403
*
```

These are the natural (NBO) partial charges, in e, on atoms 1 to 5: -0.5713 0.0780 -0.4778 -0.4352 -0.6246

---

(2)
Computed, not measured: a structure of composition C19H15Br4N3O6STc, with ωB97M-V/def2-TZVPD.

Values from the calculation:
HOMO (spin up / spin down) = -7.413 / -7.414 eV
DFT total energy = -12123.69124 Eh
Expectation value of S² = 3.779

Geometry as ORCA input:
```
! wB97M-V def2-TZVPD RIJCOSX def2/J DEFGRID3
* xyz 0 4
Tc -0.42870 1.63737 -1.09610
Br -5.94963 4.31834 -4.04064
Br -6.47338 1.05551 -4.08334
Br -3.03129 5.48703 -2.88914
Br -4.03990 -0.98497 -3.00214
S 6.68272 -3.61783 1.69570
O 7.00807 -4.41147 2.85751
O -1.58688 0.65074 -2.18898
O 7.37804 -3.97008 0.47270
O -0.45717 2.16547 0.64017
O -1.24274 3.14273 -2.02517
O 6.53848 -2.19454 1.93351
N 4.66075 -5.43109 1.32819
N 4.15752 -3.17492 0.89539
N 0.64095 -0.09891 -0.59973
C -3.84088 0.87919 -3.06065
C -3.40060 3.65404 -3.01375
C 2.92674 -3.51449 0.54098
C 1.90637 0.01488 -0.14476
C 4.99140 -4.13250 1.27936
C 2.65577 -1.07309 0.21794
C -1.41772 1.40235 2.68552
C 0.08994 -1.32218 -0.69351
C -4.61061 3.13703 -3.47035
C 2.48202 -4.82201 0.56176
C -1.08450 3.85420 2.18668
C -2.40515 2.77858 -2.60266
C -2.82339 2.53960 0.92702
C 3.43328 -5.75488 0.97640
C -2.62792 1.40891 -2.65805
C 2.09032 -2.34923 0.13229
C -1.47922 2.49470 1.63687
C 0.78215 -2.45576 -0.33259
C -4.83619 1.75122 -3.49119
H 0.29372 -3.41474 -0.42713
H -0.91812 -1.37031 -1.08184
H -0.43486 1.37224 3.15390
H 3.67431 -0.97438 0.57291
H -3.61490 2.75403 1.64504
H -1.62571 0.42728 2.24262
H -3.05537 1.57493 0.46417
H -0.08323 3.81942 2.61383
H -2.16350 1.59164 3.45790
H 3.17822 -6.80912 1.02337
H 2.30899 1.01828 -0.06512
H -1.11122 4.60927 1.40170
H -1.78355 4.14283 2.97210
H 1.48313 -5.12583 0.28604
H -2.83656 3.32053 0.16529
*
```

These are the natural (NBO) partial charges, in e, on atoms 1 to 5: 1.8064 0.1485 0.1449 0.1408 0.1356

---

(3)
Computed, not measured: a structure of composition C27H58CaNP3, with ωB97M-V/def2-TZVPD.

Values from the calculation:
HOMO = -6.424 eV
DFT total energy = -2819.82960 Eh

Geometry as ORCA input:
```
! wB97M-V def2-TZVPD RIJCOSX def2/J DEFGRID3
* xyz 0 1
Ca 1.14143 0.16353 -0.77801
P 2.00013 1.88013 -2.48827
P 0.71214 -1.22638 -3.27556
P 0.66205 1.02679 2.95870
N 1.04623 0.78299 1.43019
C -3.11463 -3.86944 -2.97891
C 2.17771 -1.92537 -0.35788
C -1.51127 -0.64658 2.39951
C -2.11768 -2.09043 -1.48690
C 3.11009 -0.11522 3.63599
C 1.90767 -2.66791 -3.32785
C -3.83825 -1.29820 -4.56704
C -4.46746 -3.24044 -3.06978
C 1.64421 -0.12467 4.10339
C 2.48015 0.84009 -3.96661
C 1.58037 0.25114 5.59422
C -0.17151 -2.08085 -4.68207
C -2.90717 -0.83875 -3.70716
C -2.11413 -3.41505 -2.21472
C 1.14145 -1.57356 3.93968
C -2.82998 -0.89921 -2.21070
C -1.19841 0.63963 3.18556
C 2.51879 3.01001 3.74238
C 0.27653 3.22282 4.81011
C -1.64401 0.46151 4.64072
C 0.60383 3.74383 2.38601
C -4.69226 -2.54132 -4.43317
C 0.41406 2.74972 -2.96450
C 1.01159 2.79725 3.52634
C 3.29181 3.13502 -2.71757
C -2.00024 1.78556 2.55306
C 1.34273 0.02745 -4.54927
H -3.04393 1.45396 2.44800
H 0.57351 -2.14127 -5.48901
H -2.31623 0.05080 -1.92661
H -1.47133 1.34354 5.26385
H 2.93528 -2.37521 -3.08889
H -4.44726 -3.26150 -5.24310
H 2.84052 4.08960 -2.98234
H 2.72137 -2.49262 -1.10384
H -4.65313 -2.55398 -2.23313
H -2.58596 -0.67348 2.17098
H -1.21093 -0.41039 5.13494
H 1.89627 -3.16418 -4.30915
H 1.12370 -1.86825 2.88058
H 3.24330 0.13765 -3.59024
H 0.59785 3.43458 -3.78913
H 3.90114 3.21100 -1.80746
H 0.61298 4.23774 5.07009
H 0.47492 0.65264 -4.82624
H -0.96651 -0.64863 1.44439
H 2.10422 1.18170 5.83124
H -1.02096 -1.53220 -5.08568
H 2.10178 -0.54214 6.14951
H 1.68488 -0.52085 -5.43835
H 2.94755 1.45629 -4.74306
H 0.05683 3.32714 -2.09602
H -1.08014 -1.78214 -1.26517
H -0.42165 2.08125 -3.23154
H -0.80870 3.28597 4.69707
H -4.01650 -0.75367 -5.51827
H 3.93291 2.78107 -3.55003
H 0.56853 0.30202 6.00786
H -0.48142 3.85510 2.28004
H 1.01437 3.37480 1.43953
H -1.25148 -1.55667 2.95056
H 1.85692 -2.24001 4.45049
H -2.56413 -2.24415 -0.47351
H 1.44648 -2.60972 0.10731
H 3.66532 0.78387 3.92523
H -1.27431 -4.07491 -1.95626
H -5.19493 -4.05633 -2.93930
H 2.90724 2.54426 4.65425
H -2.98266 -4.77379 -3.58884
H 2.89383 -1.59196 0.40161
H 3.13563 -0.20367 2.54512
H -2.08414 -0.25151 -4.14563
H -1.62440 2.00737 1.54786
H -0.49133 -3.10459 -4.46105
H -5.77153 -2.33783 -4.54291
H -2.01147 2.70585 3.15213
H 0.49745 2.59630 5.67739
H -3.83126 -0.73857 -1.76879
H 1.02426 4.73906 2.59553
H 3.61639 -0.98256 4.08394
H 2.69102 4.09232 3.83951
H -2.72995 0.29665 4.63909
H 1.56431 -3.41447 -2.59458
H 0.15597 -1.75195 4.39374
H 3.09356 2.66660 2.87635
*
```

These are the Mulliken partial charges, in e, on atoms 1 to 5: 1.7755 0.3144 1.2894 0.0701 -0.4874

---

(4)
Computed, not measured: a structure of composition C12H30AlN3O7, with ωB97M-V/def2-TZVPD.

Values from the calculation:
HOMO = -13.611 eV
DFT total energy = -1407.45926 Eh

Geometry as ORCA input:
```
! wB97M-V def2-TZVPD RIJCOSX def2/J DEFGRID3
* xyz 2 1
Al -0.89268 -0.28405 1.26578
O 1.30608 -6.02515 -1.87976
O -3.72889 2.47302 -0.66664
O 0.12926 -1.02245 8.97206
O 3.09050 -1.19920 -1.23320
O -0.32328 3.79624 2.21350
O 0.50104 -0.51949 6.92431
O 2.07592 -0.50764 8.29101
N 1.44692 -3.17575 -2.70620
N -3.20758 3.96620 1.77415
N 0.86674 -0.62513 8.08807
C 3.68349 -2.12634 -2.15794
C 1.38286 -5.77077 -3.29311
C 0.73154 3.72903 3.20929
C 2.84768 -3.38377 -2.38132
C -4.29433 3.72386 -0.52064
C 3.94033 -0.02657 -1.18894
C -3.97574 1.93960 -2.02050
C -2.33482 5.08631 1.41956
C 0.94043 -4.28885 -3.54263
C -1.05945 5.02161 2.23937
C -4.43375 3.98466 0.99805
C 1.66120 -7.34560 -1.46892
H -3.93856 2.72760 -2.77268
H 1.41463 4.56573 3.06300
H 3.76960 -1.69682 -3.15603
H 4.91818 -0.06993 -0.70933
H -1.43213 5.24215 3.23966
H -4.98517 1.52852 -2.03399
H -2.85331 5.98873 1.74346
H -3.75259 4.57351 -0.93623
H 2.60001 -7.61323 -1.95382
H 3.45377 0.77425 -0.63213
H 4.12663 0.44792 -2.15239
H -5.10715 3.27309 1.47584
H 2.36367 -5.95010 -3.73351
H -4.89895 4.95088 1.19329
H 4.66495 -2.46538 -1.82640
H 3.01194 -4.00573 -1.50138
H -5.29992 3.84093 -0.92463
H -0.14683 -4.36271 -3.56475
H 3.32007 -3.74475 -3.29491
H 1.23593 -4.13409 -4.58034
H 1.37693 2.88824 2.95500
H 1.83156 -7.42667 -0.39538
H -3.27926 1.15322 -2.31137
H 0.92533 -8.08537 -1.78408
H -0.44488 5.89240 2.01106
H -3.47730 4.28290 2.69450
H -2.07470 5.11698 0.36149
H 1.37796 -2.43532 -3.38965
H 0.35810 3.74742 4.23315
H 0.58803 -6.42417 -3.65283
*
```

These are the natural (NBO) partial charges, in e, on atoms 1 to 5: 0.9883 -0.5001 -0.5448 -0.1516 -0.5435

---

F_max values, unit Eh/bohr, following the record order: 0.0996, 0.0100, 0.0790, 0.0498.